# 1
ORCA calculation (ωB97M-V/def2-TZVPD) on a 2-piece molecular cluster, C10H23NP overall at a distorted geometry.

Computed properties:
HOMO	-12.03	eV
largest force on an atom	7.46	eV/Å
total charge	+1
LUMO level	-2.93	eV
energy above the lowest of the compared OMol25 structures with the same formula, charge and spin	106.77	kcal/mol
frontier orbital gap	9.1	eV

Each line ends with the natural charge from an NBO analysis.
Geometry (Å):
C1 2.7017 0.8497 -2.4718  -0.304
C2 1.9564 0.8989 -1.3762  -0.547
C3 0.5388 -3.2320 0.6627  -0.622
C4 0.7088 -1.1161 1.9441  -0.605
C5 -1.3976 -1.2963 -1.2677  -0.649
C6 -2.4381 1.1205 1.4789  -0.406
C7 0.9052 3.3085 -0.7008  -0.915
C8 -0.0803 -1.8954 0.8694  -0.226
C9 -0.2102 -0.9386 -0.3755  -0.221
C10 -0.4843 0.7143 -0.1140  -0.297
N1 -1.8666 1.1086 0.0792  -0.623
P1 0.3351 1.6485 -1.4370  0.771
H1 3.6377 0.3885 -2.5275  0.209
H2 2.5225 1.4630 -3.4012  0.208
H3 2.2392 0.3456 -0.5077  0.218
H4 1.4393 -3.3874 -0.0376  0.227
H5 0.8312 -3.6863 1.5713  0.233
H6 -0.3018 -3.7790 0.3673  0.220
H7 0.9051 -1.7164 2.8013  0.231
H8 1.7188 -0.9081 1.5298  0.206
H9 0.3006 -0.1987 2.4437  0.201
H10 -1.3858 -2.2741 -1.7468  0.272
H11 -1.5582 -0.4385 -1.9992  0.222
H12 -2.2856 -1.3872 -0.6275  0.190
H13 -3.4362 0.7833 1.4817  0.232
H14 -1.8754 0.4505 2.0963  0.237
H15 -2.3835 2.1436 1.8544  0.241
H16 1.9719 3.4741 -0.9228  0.264
H17 0.6752 3.3017 0.3863  0.230
H18 0.3887 4.1738 -1.2352  0.246
H19 -1.0347 -2.0547 1.4072  0.195
H20 0.7356 -1.0238 -0.7772  0.239
H21 0.4098 1.0156 1.2942  0.204
H22 -2.1941 0.2039 -0.2946  0.477
H23 -1.9888 1.9399 -0.4476  0.442



# 2
ORCA calculation (ωB97M-V/def2-TZVPD) on one molecule with the formula C10H23O5P.

Computed properties:
HOMO	-9.84	eV
largest force on an atom	0.80	eV/Å
total charge	0
SMILES	COCCCCCCCCCOP(=O)(O)O
LUMO level	0.48	eV
energy above the lowest of the compared OMol25 structures with the same formula, charge and spin	0.00	kcal/mol
frontier orbital gap	10.3	eV

Each line ends with the natural charge from an NBO analysis.
Geometry (Å):
C1 0.7846 0.1356 -6.2350  -0.243
O1 0.1748 -0.4445 -5.1119  -0.544
C2 -0.3533 0.5173 -4.2262  -0.053
C3 -1.1650 -0.1688 -3.1410  -0.412
C4 -0.4998 -1.4532 -2.6135  -0.389
C5 -0.9336 -1.7720 -1.1711  -0.393
C6 0.0014 -1.1263 -0.1606  -0.389
C7 -0.4550 -1.2585 1.2942  -0.382
C8 0.4841 -0.4836 2.2342  -0.400
C9 0.3935 -0.9482 3.6990  -0.427
C10 0.3283 0.1496 4.7644  -0.066
O2 -0.4125 1.3170 4.3410  -0.825
P1 0.3769 2.6938 4.3336  2.531
O3 1.0860 3.0549 5.5621  -1.094
O4 1.3541 2.6535 3.0662  -0.992
O5 -0.7788 3.6915 3.9078  -0.969
H1 0.1667 0.9257 -6.6686  0.163
H2 0.9472 -0.6476 -6.9698  0.192
H3 1.7601 0.5684 -5.9877  0.163
H4 -0.9913 1.2112 -4.7876  0.162
H5 0.4536 1.1220 -3.7918  0.156
H6 -1.2874 0.5372 -2.3194  0.199
H7 -2.1421 -0.4212 -3.5509  0.201
H8 0.5797 -1.3150 -2.6560  0.200
H9 -0.7735 -2.2713 -3.2734  0.212
H10 -1.9609 -1.4432 -1.0161  0.194
H11 -0.8986 -2.8553 -1.0472  0.200
H12 0.9875 -1.5848 -0.2318  0.196
H13 0.0842 -0.0566 -0.3707  0.190
H14 -0.4933 -2.3069 1.5896  0.192
H15 -1.4530 -0.8279 1.3999  0.193
H16 1.5009 -0.6590 1.8754  0.194
H17 0.2909 0.5765 2.1199  0.213
H18 -0.4628 -1.6108 3.8085  0.204
H19 1.2861 -1.5302 3.9228  0.215
H20 -0.2074 -0.2358 5.6286  0.197
H21 1.3183 0.4264 5.1210  0.188
H22 2.2398 2.5578 3.4311  0.513
H23 -1.3304 3.2821 3.2310  0.507



# 3
ORCA calculation (ωB97M-V/def2-TZVPD) on C10H23O6P2RuS2 as an isolated structure at a distorted geometry.

Computed properties:
multiplicity	2
HOMO (alpha / beta)	-8.32 / -8.30	eV
largest force on an atom	3.83	eV/Å
total charge	0
LUMO level (alpha / beta)	-2.14 / -1.77	eV
energy above the lowest of the compared OMol25 structures with the same formula, charge and spin	110.60	kcal/mol
frontier orbital gap (alpha / beta)	6.2 / 6.5	eV

Each line ends with the natural charge from an NBO analysis.
Geometry (Å):
Ru1 -0.4027 -0.7507 0.2172  0.634
C1 3.2646 -3.0626 0.2159  -0.643
C2 2.6861 -1.8798 -0.5394  0.131
C3 3.6761 -1.2598 -1.5213  -0.620
O1 2.2191 -0.8809 0.3445  -0.734
C4 1.4586 -2.4113 -1.4881  0.777
O2 1.6411 -3.4805 -2.0166  -0.643
O3 0.5490 -1.5682 -1.5969  -0.762
H1 4.1868 -2.7651 0.7140  0.197
H2 3.4714 -3.8707 -0.4799  0.256
H3 2.5541 -3.4220 0.9614  0.213
H4 4.5186 -0.8349 -0.9780  0.201
H5 3.1918 -0.4756 -2.0990  0.205
H6 4.0378 -2.0262 -2.1999  0.237
H7 2.0447 -1.3004 1.2058  0.493
C5 1.8705 2.6456 1.0929  -0.922
P1 0.5215 1.6647 0.3165  1.005
C6 1.0224 1.7386 -1.4469  -0.946
C7 -0.8953 2.8588 0.2989  -0.715
C8 -2.0988 2.2452 -0.4083  -0.740
P2 -2.5338 0.5943 0.3794  1.159
C9 -3.2244 1.2204 1.9593  -0.946
C10 -4.0329 0.1594 -0.5656  -0.946
H8 1.9638 3.6280 0.6346  0.240
H9 2.7964 2.0898 0.9605  0.260
H10 1.6772 2.7550 2.1572  0.245
H11 0.9796 2.7641 -1.8129  0.229
H12 0.3626 1.0951 -2.0342  0.257
H13 2.0375 1.3589 -1.5307  0.260
H14 -0.5703 3.7814 -0.1972  0.239
H15 -1.1532 3.0963 1.3346  0.234
H16 -1.8699 2.0775 -1.4645  0.233
H17 -2.9601 2.9172 -0.3484  0.239
H18 -3.7876 2.1372 1.7859  0.227
H19 -2.4188 1.3997 2.6698  0.244
H20 -3.8670 0.4451 2.3666  0.276
H21 -4.7184 1.0082 -0.5718  0.233
H22 -4.4983 -0.6990 -0.0861  0.272
H23 -3.7579 -0.1131 -1.5846  0.257
O4 -2.7841 -1.4384 1.6355  -1.020
S1 -2.1744 -2.6151 1.0003  2.267
O5 -2.0081 -2.4032 -0.4356  -0.900
O6 -2.7519 -3.8602 1.3905  -0.921
S2 -0.2216 -2.5645 1.7649  -0.263



# 4
ORCA calculation (ωB97M-V/def2-TZVPD) on a 2-piece molecular cluster, C10H24BF4N5O overall at a distorted geometry.

Computed properties:
HOMO	-9.37	eV
largest force on an atom	2.76	eV/Å
total charge	0
LUMO level	-3.01	eV
frontier orbital gap	6.4	eV

Each line ends with the natural charge from an NBO analysis.
Geometry (Å):
C1 -2.4131 4.1459 3.1684  -0.616
C2 -2.6822 2.6182 3.4680  -0.421
C3 -2.2766 1.7143 2.2840  -0.240
N1 -3.2356 1.7366 1.1470  -0.488
N2 -2.4759 1.7254 -0.0874  -0.526
C4 -2.3720 0.3901 -0.5732  0.802
N3 -3.5164 -0.3327 -0.7280  -0.891
N4 -1.2048 -0.1477 -0.9149  -0.508
C5 -0.2522 -0.0723 0.2661  -0.241
C6 0.8383 -1.1746 0.2384  -0.226
N5 1.6641 -1.2114 -0.9593  -0.452
C7 1.1269 -2.0685 -2.0403  -0.230
C8 2.3337 -2.7600 -2.7472  -0.630
C9 2.0573 0.0857 -1.3952  0.689
C10 1.7228 0.6981 -2.7724  -0.728
O1 2.7298 0.7447 -0.6516  -0.548
H1 -3.1120 4.7451 3.7737  0.225
H2 -1.3581 4.3449 3.4352  0.224
H3 -2.5229 4.3218 2.0801  0.191
H4 -3.7114 2.4275 3.8228  0.213
H5 -2.0080 2.3451 4.3069  0.229
H6 -1.2620 1.9716 1.9141  0.203
H7 -2.2257 0.6628 2.6470  0.189
H8 -3.7514 2.6146 1.1971  0.374
H9 -3.0862 2.2056 -0.7566  0.402
H10 -4.1162 -0.5647 0.0536  0.456
H11 -3.7158 -0.6578 -1.6687  0.431
H12 -1.4099 -1.1111 -1.1809  0.413
H13 0.1291 0.9585 0.3434  0.248
H14 -0.8613 -0.2560 1.1779  0.197
H15 0.3597 -2.1459 0.4558  0.217
H16 1.5120 -0.9592 1.0973  0.280
H17 0.5518 -2.8927 -1.5609  0.192
H18 0.4179 -1.5642 -2.7313  0.158
H19 1.9579 -3.5644 -3.4059  0.205
H20 2.9707 -2.0151 -3.2519  0.207
H21 2.9195 -3.2673 -1.9288  0.289
H22 0.7355 0.3864 -3.1609  0.202
H23 1.7445 1.7973 -2.6671  0.246
H24 2.5128 0.4099 -3.4942  0.256
B1 5.0609 -3.2560 0.3623  1.352
F1 5.6667 -4.1698 1.2502  -0.578
F2 3.7873 -2.8812 0.8698  -0.597
F3 5.8748 -2.1109 0.2310  -0.579
F4 4.8957 -3.8668 -0.9136  -0.590